[1]
F6H20O10P | wB97M-V/def2-TZVPD

Properties
multiplicity	1
total charge	-1
frontier orbital gap	0.3777	Eh
energy above the lowest of the compared OMol25 structures with the same formula, charge and spin	16.79	kcal per mole
electronic energy	-1705.292968	Eh

XYZ file:
```
37
Properties=species:S:1:pos:R:3:lowdin_charge:R:1
P 0.0478 -0.5907 0.3955 0.242
F -1.3628 -0.8628 -0.4300 -0.183
F -0.4771 -1.5613 1.5885 -0.157
F 0.7587 -1.9231 -0.1985 -0.138
F 1.2469 -0.1269 1.3952 -0.151
F 0.7224 0.1595 -0.8798 -0.156
F -0.7535 0.7003 0.9214 -0.134
O 3.3556 0.1470 -3.3177 -0.077
H 2.6012 0.5978 -3.7213 -0.002
H 3.0995 0.0220 -2.3959 -0.006
O -3.8454 -2.3282 -0.0890 -0.065
H -3.0031 -1.8975 0.1115 -0.001
H -3.7815 -2.5577 -1.0210 0.029
O 3.9164 -1.1988 -0.0770 -0.046
H 4.4889 -0.9623 0.6592 0.036
H 3.0523 -1.3486 0.3253 0.003
O 0.6176 1.2080 -3.4609 -0.057
H -0.1429 1.7721 -3.6294 0.040
H 0.5214 0.9499 -2.5280 0.012
O -2.1249 -0.9279 3.7794 -0.063
H -1.6200 -0.5445 4.5044 0.038
H -1.4526 -1.2588 3.1609 0.006
O 2.7589 1.8942 -0.5382 -0.060
H 3.5141 1.9756 0.0515 0.035
H 2.1694 1.2582 -0.1014 -0.011
O -3.3489 1.4010 -1.5304 -0.065
H -2.7626 1.8966 -0.9483 0.028
H -3.1718 0.4767 -1.3156 0.010
O 0.5623 2.0761 3.3009 -0.088
H -0.3954 2.0337 3.1174 -0.024
H 0.9363 1.3855 2.7426 -0.011
O 0.7786 -3.0575 -3.2642 -0.059
H 0.7336 -2.6819 -2.3762 0.005
H 0.0629 -2.6286 -3.7429 0.029
O -2.2021 2.1981 3.3074 -0.053
H -2.8599 2.8975 3.2454 0.052
H -2.6403 1.4070 2.9593 0.042
```

=====

[2]
F6Li3N4O15S6 | wB97M-V/def2-TZVPD

Properties
multiplicity	1
total charge	-1
frontier orbital gap	0.1787	Eh
energy above the lowest of the compared OMol25 structures with the same formula, charge and spin	304.50	kcal per mole
electronic energy	-4358.265196	Eh

XYZ file:
```
34
Properties=species:S:1:pos:R:3:lowdin_charge:R:1
Li 3.6594 -2.7408 3.4957 0.939
Li 0.1003 -0.7328 0.4811 0.934
Li -0.1597 3.9922 -0.3195 0.945
N -2.9898 4.6086 2.4064 -0.308
S -4.6664 4.7019 1.9955 0.542
O -5.2379 5.9565 2.4111 -0.292
O -5.4866 3.5052 2.1286 -0.293
F -4.4643 4.9350 0.4522 -0.201
S -3.1966 3.5801 3.5716 0.397
O -3.1458 2.2564 3.0564 -0.317
O -4.0546 4.0177 4.6605 -0.285
F -1.7336 3.7444 4.1355 -0.211
N 1.5611 -4.5024 0.6524 -0.306
S 2.5923 -5.4482 -0.4127 0.547
O 2.2507 -5.7768 -1.8115 -0.272
O 3.3097 -6.4769 0.2508 -0.294
F 3.8186 -4.3974 -0.4895 -0.231
S 0.4592 -5.6430 0.5236 0.427
O 0.7167 -6.8953 1.1983 -0.287
O -0.4140 -5.5666 -0.6910 -0.310
F -0.4567 -5.0575 1.6591 -0.227
N -0.3195 0.9768 -2.9561 -0.309
S 0.7579 1.1719 -4.3363 0.559
O 0.3328 1.8005 -5.5584 -0.266
O 1.7154 0.0717 -4.4233 -0.284
F 1.6080 2.4001 -3.7911 -0.218
S -1.4326 0.4933 -3.8813 0.429
O -1.3651 -0.8175 -4.6220 -0.300
O -2.2129 1.5998 -4.4130 -0.306
F -2.3628 0.0690 -2.6272 -0.253
N 5.2136 1.0470 1.8135 -0.726
O 5.7786 1.8463 1.1051 -0.020
O 3.9886 1.0168 1.8382 -0.129
O 5.8362 0.2640 2.4970 -0.076
```

=====

[3]
F6N3O12S6Sn | wB97M-V/def2-TZVPD

Properties
multiplicity	1
total charge	-1
frontier orbital gap	0.3273	Eh
energy above the lowest of the compared OMol25 structures with the same formula, charge and spin	158.59	kcal per mole
electronic energy	-4269.307815	Eh

XYZ file:
```
28
Properties=species:S:1:pos:R:3:lowdin_charge:R:1
Sn 1.3635 -25.6080 15.6372 1.326
N 0.1925 -24.0214 14.7904 -0.456
S -1.0383 -23.4713 15.4655 0.504
O -2.3308 -23.8928 14.9444 -0.241
O -1.0347 -22.1694 16.1308 -0.249
F -0.9102 -24.4596 16.7963 -0.264
S 0.2790 -22.8965 13.5516 0.622
O 1.4721 -22.1132 13.4967 -0.224
O -0.9196 -22.1826 13.1456 -0.224
F 0.5782 -23.9241 12.3553 -0.198
N 2.6081 -26.3376 14.0885 -0.456
S 3.4030 -27.8032 13.9570 0.712
O 4.8850 -27.7271 13.7337 -0.264
O 2.6424 -28.9178 13.3133 -0.258
F 3.4332 -28.0841 15.5552 -0.237
S 2.2483 -26.3050 12.6496 0.434
O 1.0618 -26.9626 12.1184 -0.217
O 3.4259 -26.1786 11.8154 -0.235
F 1.8340 -24.7708 12.5594 -0.243
N 0.0487 -27.0639 14.9669 -0.449
S 0.3179 -28.7364 14.9416 0.614
O 0.6177 -29.4215 13.7076 -0.225
O -0.2099 -29.5931 15.9842 -0.226
F 1.8187 -28.6227 15.5359 -0.299
S -1.4091 -27.2758 14.6456 0.526
O -2.2117 -27.8160 15.7643 -0.246
O -1.7126 -27.5372 13.2269 -0.226
F -1.7353 -25.6623 14.7342 -0.303
```

=====

[4]
F6N3O12S6Sn | wB97M-V/def2-TZVPD

Properties
multiplicity	1
total charge	-1
frontier orbital gap	0.0818	Eh
energy above the lowest of the compared OMol25 structures with the same formula, charge and spin	123.25	kcal per mole
electronic energy	-4269.364132	Eh

XYZ file:
```
28
Properties=species:S:1:pos:R:3:lowdin_charge:R:1
Sn -1.1240 1.5145 0.7744 1.452
N 1.6014 -1.3143 -2.1847 -0.235
S 1.8683 -1.0767 -3.6663 0.459
O 0.8721 -1.4093 -4.6809 -0.256
O 3.2634 -1.3016 -4.0191 -0.250
F 1.7774 0.5630 -3.5806 -0.232
S 1.8174 -3.0103 -2.2493 0.600
O 3.1148 -3.6433 -2.1777 -0.248
O 0.7323 -3.7259 -2.9120 -0.251
F 1.4775 -3.0961 -0.6637 -0.233
N -4.4441 -2.1598 0.5779 -0.254
S -5.1543 -3.4640 1.3994 0.539
O -4.5975 -4.7972 1.1411 -0.282
O -6.6147 -3.4738 1.6240 -0.286
F -4.5513 -3.0911 2.7857 -0.187
S -5.1523 -2.6075 -0.7084 0.418
O -6.5497 -2.3056 -0.9601 -0.270
O -4.6220 -3.7702 -1.4054 -0.259
F -4.4462 -1.3955 -1.5225 -0.256
N 2.7393 4.3179 1.8646 -0.278
S 3.6493 4.0083 3.2106 0.548
O 3.1684 4.3575 4.5324 -0.282
O 5.1110 3.8918 2.9871 -0.284
F 3.3328 2.4271 3.2472 -0.243
S 3.2170 5.7297 1.8544 0.419
O 4.4947 5.9020 1.1499 -0.293
O 2.8538 6.6760 2.9033 -0.286
F 2.1652 6.2548 0.6786 -0.266
```

=====

[5]
F6NP2 | wB97M-V/def2-TZVPD

Properties
multiplicity	1
structure (SMILES)	FP(F)(F)=[N+]=P(F)(F)F
total charge	+1
frontier orbital gap	0.3752	Eh
energy above the lowest of the compared OMol25 structures with the same formula, charge and spin	57.26	kcal per mole
electronic energy	-1336.520040	Eh

XYZ file:
```
9
Properties=species:S:1:pos:R:3:lowdin_charge:R:1
N 0.6556 0.4127 -1.0170 -0.136
F 0.2572 1.9475 1.1573 -0.046
F 2.5039 1.3492 0.6672 0.042
F 1.0840 -0.3431 1.4521 -0.087
F -0.7838 -2.0873 0.1443 -0.028
F -2.2186 0.0070 -0.1900 -0.015
F -1.6210 -1.3647 -1.9327 0.022
P 1.1164 0.8602 0.4178 0.443
P -0.9937 -0.7814 -0.6989 0.804
```

=====

[6]
FH12O6 | wB97M-V/def2-TZVPD

Properties
multiplicity	1
total charge	-1
frontier orbital gap	0.4057	Eh
energy above the lowest of the compared OMol25 structures with the same formula, charge and spin	11.76	kcal per mole
electronic energy	-558.605845	Eh

XYZ file:
```
19
Properties=species:S:1:pos:R:3:lowdin_charge:R:1
F 0.0265 0.0215 0.2314 -0.406
O -2.1015 0.7875 -1.5786 -0.074
H -1.4795 1.2075 -0.9686 0.013
H -1.7485 -0.0645 -1.8516 0.003
O -1.6485 1.0435 1.6874 -0.098
H -2.5135 1.0065 1.2384 0.025
H -1.0635 0.5585 1.0834 -0.056
O 2.0075 1.3225 1.2674 -0.084
H 2.7685 0.7715 1.4504 0.019
H 1.3255 0.8005 0.7844 -0.016
O -0.5345 -1.8055 -1.3416 -0.116
H -0.4025 -1.0925 -0.6536 -0.030
H 0.3005 -1.8795 -1.8536 0.049
O 0.9525 -1.8065 1.7714 -0.046
H 0.2025 -2.2625 2.0654 -0.003
H 0.6125 -1.1525 1.1694 -0.043
O 0.9945 0.8225 -1.8786 -0.112
H 0.5085 0.4725 -1.0666 -0.038
H 1.7935 1.2485 -1.5556 0.013
```